Record 1
{
  "formula": "H5NOSSi",
  "method": "wB97M-V/def2-TZVPD",
  "lumo_ev": 0.371,
  "relative_energy_kcal_mol": 31.70,
  "e_homo_ev": -8.741,
  "smiles": "N[Si@@H](O)S",
  "charge": 0,
  "symbols": ["H", "S", "O", "N", "H", "H", "H", "Si", "H"],
  "coordinates": [[-0.64049, -0.41524, 1.75915], [-1.71005, -0.19925, -1.63563], [-0.17425, 1.62737, 0.62412], [1.44312, -0.52543, 0.11788], [-2.14138, -1.49401, -1.77258], [-0.45436, 2.32407, -0.06649], [2.15720, 0.23224, 0.24671], [-0.14909, -0.01790, 0.51613], [1.66930, -1.53184, 0.21069]]
}

***

Record 2
{
  "formula": "H5NS3Si",
  "method": "wB97M-V/def2-TZVPD",
  "lumo_ev": 0.304,
  "relative_energy_kcal_mol": 0.00,
  "e_homo_ev": -9.478,
  "smiles": "N[Si](S)(S)S",
  "charge": 0,
  "symbols": ["S", "H", "S", "H", "H", "H", "Si", "N", "H", "S"],
  "coordinates": [[-1.90169, -1.15729, -0.85704], [-1.48413, 0.87042, 1.98205], [-0.76674, 1.64445, 1.13445], [1.95008, 0.67036, -1.10460], [0.68429, -1.30783, 2.08827], [0.80328, 1.81004, -1.60611], [-0.09327, 0.03338, -0.16463], [0.97241, 0.93543, -1.13862], [-1.43071, -2.29565, -1.18921], [1.26649, -1.20331, 0.85545]]
}

***

Record 3
{
  "formula": "H5O2S",
  "method": "wB97M-V/def2-TZVPD",
  "lumo_ev": 4.169,
  "relative_energy_kcal_mol": 1.42,
  "e_homo_ev": -3.296,
  "charge": -1,
  "symbols": ["H", "H", "S", "H", "H", "O", "H", "O"],
  "coordinates": [[-2.02538, 0.55040, -0.16806], [-3.53747, 0.34235, -0.01440], [-0.04907, -0.50750, -0.35168], [0.35921, -1.06205, -1.50407], [2.06445, -0.25189, 0.40314], [-2.86570, 1.03030, -0.00207], [3.06549, -0.12642, 1.58403], [2.98918, -0.00867, 0.63538]]
}

***

Record 4
{
  "formula": "H5O3",
  "method": "wB97M-V/def2-TZVPD",
  "lumo_ev": 4.866,
  "relative_energy_kcal_mol": 7.09,
  "e_homo_ev": -4.543,
  "charge": -1,
  "symbols": ["H", "H", "O", "H", "H", "H", "O", "O"],
  "coordinates": [[-0.83048, -1.07757, 1.88342], [0.03294, 0.31185, -1.30473], [0.34470, 0.56172, 0.14489], [0.20092, -0.04162, 1.33473], [-0.53138, -0.72277, -2.34702], [0.90964, 1.32390, 0.07616], [-0.21816, 0.16141, -2.31789], [-0.09925, -0.69736, 2.21768]]
}

***

Record 5
{
  "formula": "H5O3",
  "method": "wB97M-V/def2-TZVPD",
  "lumo_ev": 5.077,
  "relative_energy_kcal_mol": 12.17,
  "e_homo_ev": -4.098,
  "charge": -1,
  "symbols": ["H", "O", "H", "H", "O", "H", "O", "H"],
  "coordinates": [[0.60188, 0.86414, 0.67829], [1.31890, 1.58793, 1.06306], [-0.82438, -0.41846, -1.42646], [1.35651, 1.44155, 1.96363], [-0.79583, -1.23717, -2.00131], [-0.97872, -0.27806, 0.76209], [-0.22089, -0.19050, 0.29546], [-0.45747, -1.76944, -1.33476]]
}

***

Record 6
{
  "formula": "H5P3",
  "method": "wB97M-V/def2-TZVPD",
  "lumo_ev": -0.987,
  "relative_energy_kcal_mol": 53.03,
  "e_homo_ev": -8.569,
  "charge": 0,
  "symbols": ["P", "H", "H", "P", "P", "H", "H", "H"],
  "coordinates": [[-0.05514, 0.94541, -1.29570], [0.85842, -0.59028, 2.46172], [-1.15304, 0.40004, -2.22491], [1.20703, -0.80070, 1.17899], [-0.74438, -0.27168, 0.40861], [1.80165, 0.49085, 1.10598], [-0.89794, 2.14977, -1.24403], [-1.01660, -2.32340, -0.39066]]
}

***

Record 7
{
  "formula": "H5P3S",
  "method": "wB97M-V/def2-TZVPD",
  "lumo_ev": -0.491,
  "relative_energy_kcal_mol": 35.41,
  "e_homo_ev": -8.166,
  "smiles": "P=[PH2][PH2]=S",
  "charge": 0,
  "symbols": ["S", "H", "H", "H", "P", "H", "H", "P", "P"],
  "coordinates": [[2.80071, -1.16495, -0.14849], [-0.88238, -0.12958, -1.90027], [-1.29245, 0.69586, -0.13864], [1.62448, 1.39674, 0.13414], [-0.71180, -2.45549, 0.25544], [-2.01276, -2.41434, 0.73664], [0.95176, 0.06335, 1.49412], [-0.83954, -0.54831, -0.52153], [1.26920, 0.04700, 0.12392]]
}

***

Record 8
{
  "formula": "H5S3",
  "method": "wB97M-V/def2-TZVPD",
  "lumo_ev": 3.323,
  "relative_energy_kcal_mol": 11.78,
  "e_homo_ev": -3.723,
  "charge": -1,
  "symbols": ["H", "S", "H", "H", "S", "H", "S", "H"],
  "coordinates": [[1.45481, 0.57274, 0.15284], [-2.77524, -0.90959, -0.81630], [3.20948, 2.06882, 0.23266], [-3.22988, -2.19475, -0.33369], [0.48534, -0.57250, 1.44658], [0.08816, -1.62711, 0.66897], [2.29319, 1.61835, -0.66993], [-1.57517, -0.99984, -0.08628]]
}

***

Record 9
{
  "formula": "H60O30",
  "method": "wB97M-V/def2-TZVPD",
  "lumo_ev": -0.943,
  "relative_energy_kcal_mol": 60.42,
  "e_homo_ev": -9.618,
  "charge": 0,
  "symbols": ["H", "H", "O", "H", "O", "H", "H", "H", "H", "O", "H", "O", "H", "H", "O", "H", "O", "O", "H", "H", "O", "H", "H", "O", "H", "H", "H", "O", "H", "H", "O", "O", "O", "H", "H", "H", "O", "H", "H", "H", "O", "O", "O", "H", "H", "H", "O", "O", "O", "H", "H", "H", "H", "H", "H", "O", "O", "H", "O", "O", "H", "H", "H", "H", "H", "H", "H", "H", "H", "H", "H", "H", "H", "H", "H", "H", "O", "H", "H", "H", "O", "O", "H", "H", "H", "O", "O", "H", "H", "O"],
  "coordinates": [[4.28999, 3.57095, -0.35119], [-1.18521, 2.31260, -6.14351], [1.67738, -1.67138, -5.20034], [-0.26879, -4.46340, 1.61603], [0.92209, -2.41857, 1.66796], [2.88815, 4.04374, -0.25722], [2.65017, 2.67686, 1.61810], [1.88111, 3.93995, 2.04455], [0.29085, -3.20932, 3.27333], [-1.86479, 3.60991, 3.36535], [4.36569, -0.71188, -1.40642], [3.70453, 1.06026, 1.76334], [-0.55141, 2.32671, 3.91543], [-3.36611, -1.03141, 1.77824], [0.24680, -3.85887, -2.50627], [0.29651, -3.68427, 4.71990], [3.67485, 4.22856, -0.74489], [-3.91800, -1.10960, 2.58856], [-3.23651, 4.48224, -3.80496], [2.31130, 3.73362, -4.50428], [-4.09984, 1.52992, -2.52501], [-2.39877, 1.62052, -5.80395], [-0.57133, 1.41458, 5.23304], [2.70811, 3.18449, -3.80822], [-3.38253, -1.44442, 3.33060], [-4.39499, 0.64413, 3.08921], [-4.77966, -1.27864, -1.20748], [-4.06917, 1.46814, 0.32310], [-2.07959, 3.53244, -4.16972], [3.51828, -2.93812, -0.95486], [-0.04742, 1.63876, 4.44914], [-0.32898, -3.54566, 4.01073], [2.04588, 3.29677, 1.32548], [-1.62254, -2.86142, -3.32343], [3.20913, 3.69926, -3.15137], [-0.80808, 0.81125, -4.24075], [-0.45126, 0.05067, -3.73726], [-4.82935, 1.64109, -3.14671], [0.41864, 1.34324, -0.61966], [3.16038, 0.33691, -1.53595], [4.34500, -2.55089, -1.29813], [4.06629, 0.19968, -1.23911], [-1.85436, -2.24190, -4.04275], [1.44305, -2.46465, 0.88409], [2.54096, -0.04832, 3.09300], [2.45838, -1.73313, -4.57408], [-2.08147, 3.72070, 0.64877], [-4.15508, -0.85619, -4.26626], [-2.62089, 3.83562, -3.43741], [0.97676, -1.59858, 2.17249], [-3.45985, 2.24103, -2.68117], [3.67039, 0.68009, 0.87530], [1.84803, 1.85409, -2.58586], [0.51944, -5.80376, 1.49191], [0.92477, -1.38390, -4.70434], [1.55921, 1.07289, -2.08674], [-0.11234, 1.69655, 0.10099], [-2.60383, 0.41071, 0.50069], [2.19200, -3.94590, -0.41610], [-3.97879, -1.76451, -0.92086], [4.95780, -3.29778, -1.38072], [-2.74117, -1.96575, -3.94392], [-1.80170, -2.40351, 4.46256], [-2.28269, 4.46929, 0.11749], [-4.99710, 1.17353, 4.40076], [1.57558, -3.92591, -1.11844], [-4.07769, 1.41367, -0.61938], [4.64140, 1.04487, 2.00848], [0.64086, -4.42222, -3.17610], [0.50826, 2.20978, 0.58340], [-1.44918, 3.11707, 0.21756], [-4.35157, -0.23989, -5.01111], [0.93987, 0.69581, -2.73368], [1.21505, 0.26729, 3.86634], [-1.27890, -0.27644, 0.17536], [-0.46470, -4.40053, -2.14045], [-2.32791, -1.81329, 5.00241], [-2.50536, 3.56661, 2.58400], [-4.07517, -0.28355, -3.48618], [-2.35089, -2.22218, 5.87975], [1.72660, -0.44777, 3.44896], [-2.15870, -0.44098, 0.45605], [-3.35144, -1.07818, -0.68854], [-4.05225, 2.39717, 0.51312], [2.64041, -4.83915, -0.37787], [-1.48313, 1.67102, -5.55671], [-4.52559, 1.45914, 3.59847], [-2.42527, 3.78025, 4.14027], [-1.08998, -0.67550, -3.92171], [-0.35593, -5.41114, 1.66023]]
}

***

Record 10
{
  "formula": "H6N2OSi",
  "method": "wB97M-V/def2-TZVPD",
  "lumo_ev": 0.769,
  "relative_energy_kcal_mol": 10.12,
  "e_homo_ev": -9.505,
  "smiles": "N[SiH](N)O",
  "charge": 0,
  "symbols": ["N", "H", "H", "O", "H", "N", "H", "H", "H", "Si"],
  "coordinates": [[-0.09319, 1.39459, -0.37438], [0.32389, 2.08785, -1.00820], [1.20438, -0.26646, -1.56797], [1.64601, -0.51132, 1.07959], [-0.79741, -1.86694, -0.53470], [-0.92930, -0.97783, 0.02598], [2.54938, -0.58498, 0.80509], [-1.85028, -0.50312, -0.18530], [-1.04522, 1.41140, -0.09478], [0.54982, -0.16772, -0.27798]]
}

***

Record 11
{
  "formula": "H6N2OSi",
  "method": "wB97M-V/def2-TZVPD",
  "s2": 2.006,
  "lumo_ev": [0.976, -1.462],
  "relative_energy_kcal_mol": 0.00,
  "e_homo_ev": [-4.245, -10.035],
  "charge": 0,
  "multiplicity": 3,
  "symbols": ["N", "H", "H", "Si", "O", "N", "H", "H", "H", "H"],
  "coordinates": [[1.97670, -0.39722, 0.28166], [0.00619, 0.61641, -1.59391], [-1.16211, -2.09929, 0.39088], [-0.46336, -0.04572, -0.42397], [-1.19477, -1.46918, -0.32536], [-1.15810, 1.25021, 0.43626], [-0.79530, 2.13089, 0.24121], [-1.69902, 1.01231, 1.27273], [2.01011, -1.36082, -0.05943], [2.47965, 0.36241, -0.22007]]
}

***

Record 12
{
  "formula": "H6NO",
  "method": "wB97M-V/def2-TZVPD",
  "lumo_ev": -4.721,
  "relative_energy_kcal_mol": 17.35,
  "e_homo_ev": -13.712,
  "charge": 1,
  "symbols": ["H", "H", "H", "H", "O", "H", "H", "N"],
  "coordinates": [[4.31450, 1.61918, -1.30866], [-1.32222, -0.49570, 0.73305], [-2.26402, -0.84204, 2.09879], [-2.57955, -1.62763, 0.63029], [3.43872, 1.27202, -1.59279], [3.62308, 0.78924, -2.43017], [-2.93507, 0.02099, 0.80320], [-2.27544, -0.73606, 1.06628]]
}